{"formula": "C32H54O27", "method": "ωB97M-V/def2-TZVPD", "symbols": ["C", "C", "O", "C", "O", "O", "H", "H", "H", "H", "C", "C", "O", "C", "O", "O", "H", "H", "H", "H", "C", "C", "O", "C", "O", "O", "H", "H", "H", "H", "C", "C", "C", "O", "C", "O", "O", "H", "H", "H", "H", "H", "H", "C", "C", "C", "O", "C", "O", "O", "H", "H", "H", "H", "H", "H", "C", "O", "C", "O", "O", "C", "H", "H", "H", "H", "H", "H", "C", "C", "O", "C", "O", "O", "C", "H", "H", "H", "H", "H", "H", "H", "H", "C", "C", "O", "C", "O", "O", "C", "H", "H", "H", "H", "H", "H", "H", "H", "C", "C", "O", "C", "O", "O", "C", "H", "H", "H", "H", "H", "H", "H", "H"], "coordinates": [[3.87, -0.76, -3.19], [3.95, -0.59, -1.67], [3.73, -1.90, -1.17], [3.24, -2.67, -2.14], [2.81, -3.76, -1.94], [3.27, -2.03, -3.33], [4.88, -0.73, -3.60], [3.28, 0.03, -3.65], [3.35, 0.19, -1.21], [4.97, -0.36, -1.35], [6.19, -0.27, 1.85], [6.00, -1.78, 1.91], [5.55, -1.96, 3.26], [5.19, -0.79, 3.79], [4.75, -0.68, 4.90], [5.44, 0.21, 2.95], [5.90, 0.18, 0.90], [7.22, 0.07, 2.00], [6.96, -2.25, 1.68], [5.14, -2.16, 1.35], [1.89, -4.26, 1.28], [2.55, -3.46, 2.39], [3.81, -4.15, 2.52], [3.68, -5.42, 2.05], [4.49, -6.27, 2.19], [2.54, -5.51, 1.36], [2.03, -3.74, 0.33], [0.81, -4.39, 1.34], [2.02, -3.62, 3.33], [2.69, -2.42, 2.12], [-0.23, 5.78, -1.02], [-0.77, 4.60, -0.20], [-2.09, 4.74, 0.55], [-2.92, 3.77, -0.08], [-2.17, 2.98, -0.89], [-2.59, 2.01, -1.42], [-0.91, 3.42, -1.00], [-0.89, 6.07, -1.84], [0.77, 5.53, -1.37], [0.00, 6.58, -0.32], [0.07, 4.50, 0.49], [-2.48, 5.75, 0.42], [-1.96, 4.42, 1.58], [1.43, 1.84, -4.21], [0.03, 2.16, -3.73], [-0.28, 3.65, -3.68], [-1.62, 3.73, -4.18], [-1.98, 2.54, -4.70], [-2.99, 2.35, -5.29], [-1.00, 1.63, -4.54], [1.66, 2.47, -5.08], [1.57, 0.82, -4.55], [2.14, 2.15, -3.44], [-0.10, 1.69, -2.75], [0.41, 4.33, -4.17], [-0.29, 3.96, -2.63], [-0.72, -0.34, -1.49], [0.22, 0.63, -1.02], [1.06, 0.41, -0.04], [1.04, -0.53, 0.73], [1.81, 1.51, 0.06], [2.80, 1.50, 1.08], [-1.66, -0.22, -0.97], [-0.40, -1.36, -1.29], [-0.89, -0.18, -2.55], [3.41, 0.60, 1.01], [2.37, 1.59, 2.08], [3.41, 2.40, 1.00], [-3.68, -2.29, 0.08], [-4.33, -1.14, 0.84], [-5.71, -1.37, 1.08], [-6.04, -2.15, 2.10], [-5.25, -2.70, 2.83], [-7.35, -2.18, 2.23], [-7.98, -2.79, 3.30], [-2.63, -2.11, -0.16], [-4.30, -2.50, -0.79], [-3.56, -3.23, 0.62], [-4.33, -0.27, 0.18], [-3.75, -0.86, 1.72], [-7.63, -3.80, 3.55], [-9.04, -2.96, 3.10], [-7.88, -2.18, 4.20], [-0.81, -4.40, -1.23], [-1.59, -4.26, -2.53], [-2.31, -3.04, -2.61], [-2.82, -2.66, -3.78], [-2.64, -3.17, -4.84], [-3.47, -1.53, -3.53], [-3.88, -0.69, -4.59], [-0.53, -5.42, -0.98], [-1.34, -3.98, -0.37], [0.15, -3.91, -1.38], [-2.37, -5.03, -2.51], [-0.94, -4.42, -3.38], [-4.41, -1.25, -5.36], [-3.05, -0.12, -5.00], [-4.61, 0.03, -4.22], [0.21, 5.22, 3.99], [-0.89, 4.32, 4.52], [-0.37, 3.05, 4.92], [-0.14, 2.13, 4.02], [-0.35, 2.13, 2.84], [0.42, 1.09, 4.69], [0.82, 0.01, 3.89], [0.95, 5.37, 4.77], [-0.26, 6.18, 3.74], [0.43, 4.85, 2.98], [-1.78, 4.15, 3.92], [-1.23, 4.83, 5.43], [-0.02, -0.66, 3.70], [1.56, -0.69, 4.29], [1.32, 0.21, 2.95]], "mulliken_charge": [0.06, 0.54, -0.01, 0.41, -0.52, -0.36, 0.30, -0.24, -0.23, 0.11, -0.23, 0.17, -0.32, 0.69, -0.56, -0.39, 0.09, 0.33, 0.35, -0.09, 0.59, 0.56, -0.37, 0.61, -0.56, -0.40, -0.49, 0.14, 0.28, -0.43, -2.05, 0.86, 0.21, -0.46, 0.26, -0.43, 0.29, 0.43, 0.41, 0.47, -0.18, 0.37, -0.14, -2.03, 3.42, 0.44, -0.40, 0.65, -0.56, -0.48, 0.42, 0.44, 0.36, -1.56, 0.42, -0.71, -0.39, 0.14, -0.07, -0.42, -0.21, -0.53, -0.03, 0.31, 0.07, 0.03, 0.10, 0.37, -0.03, -0.41, -0.39, 0.72, -0.58, -0.35, -0.67, -0.46, 0.30, 0.40, 0.28, 0.40, 0.31, 0.25, 0.29, -0.43, -0.65, 0.05, 0.57, -0.61, -0.22, -0.66, 0.56, 0.09, -0.09, 0.28, 0.41, 0.40, 0.17, 0.24, -0.81, -0.26, -0.39, 0.64, -0.36, -0.37, -0.18, 0.36, 0.36, 0.05, 0.27, 0.31, 0.33, 0.30, -0.28], "smiles": "C[C@H]1COC(=O)O1.C[C@H]1COC(=O)O1.CCOC(=O)OC.CCOC(=O)OC.CCOC(=O)OC.COC(=O)OC.O=C1OCCO1.O=C1OCCO1.O=C1OCCO1", "orbital_gap_ev": 10.324, "de_lowest_ev": 0.8745, "fmax_ev_per_a": 2.69, "charge": 0, "spin_multiplicity": 1}

{"formula": "C50H48N3O4SnTe", "method": "ωB97M-V/def2-TZVPD", "symbols": ["Sn", "O", "C", "C", "C", "C", "C", "C", "C", "N", "C", "C", "N", "C", "C", "C", "C", "C", "C", "C", "O", "H", "H", "H", "H", "H", "H", "H", "H", "H", "H", "H", "H", "H", "H", "C", "C", "C", "C", "C", "O", "C", "C", "C", "C", "C", "C", "C", "O", "C", "C", "C", "N", "C", "C", "Te", "C", "C", "C", "C", "C", "C", "C", "C", "C", "C", "C", "C", "H", "H", "H", "H", "H", "H", "H", "H", "H", "H", "H", "H", "H", "H", "H", "H", "H", "H", "H", "H", "H", "H", "H", "H", "C", "C", "C", "C", "C", "H", "H", "H", "H", "H", "H", "H", "H", "H", "H"], "coordinates": [[0.36, 1.28, 1.20], [-1.29, 2.74, 0.70], [-2.44, 3.29, 0.56], [-2.96, 3.64, -0.70], [-4.13, 4.35, -0.82], [-4.85, 4.72, 0.33], [-4.39, 4.35, 1.57], [-3.22, 3.59, 1.72], [-2.77, 3.21, 3.02], [-1.98, 2.19, 3.41], [-1.21, 2.48, 4.62], [0.14, 3.13, 4.31], [1.02, 2.14, 3.76], [2.08, 1.84, 4.41], [3.02, 0.81, 4.06], [4.27, 0.80, 4.70], [5.24, -0.13, 4.41], [4.95, -1.14, 3.47], [3.72, -1.20, 2.87], [2.71, -0.22, 3.11], [1.58, -0.28, 2.50], [-2.37, 3.36, -1.57], [-4.50, 4.62, -1.80], [-5.76, 5.30, 0.23], [-4.94, 4.62, 2.46], [-3.06, 3.86, 3.83], [-1.05, 1.57, 5.19], [-1.79, 3.18, 5.23], [0.53, 3.59, 5.23], [-0.03, 3.91, 3.56], [2.33, 2.40, 5.33], [4.48, 1.58, 5.43], [6.20, -0.09, 4.90], [5.71, -1.87, 3.23], [3.48, -1.97, 2.15], [2.86, -2.46, -5.16], [2.21, -1.86, -3.94], [2.01, -2.59, -2.79], [1.44, -2.04, -1.64], [1.15, -2.85, -0.43], [0.13, -2.73, 0.21], [2.18, -3.86, 0.00], [3.53, -3.77, -0.34], [4.44, -4.71, 0.13], [4.01, -5.73, 0.96], [2.68, -5.81, 1.33], [1.77, -4.88, 0.85], [1.07, -0.66, -1.63], [0.66, -0.06, -0.58], [1.20, 0.06, -2.86], [1.77, -0.53, -3.97], [0.60, 1.43, -2.87], [-0.66, 1.66, -2.82], [-1.63, 0.60, -2.67], [-2.95, 1.01, -3.29], [-4.55, -0.36, -2.77], [-3.49, -2.20, -2.91], [-2.66, -2.48, -4.00], [-1.96, -3.68, -4.04], [-2.11, -4.62, -3.03], [-2.95, -4.35, -1.96], [-3.63, -3.14, -1.90], [1.52, 2.60, -2.84], [2.90, 2.43, -2.88], [3.75, 3.52, -2.74], [3.22, 4.78, -2.55], [1.85, 4.97, -2.52], [1.00, 3.88, -2.66], [3.16, -3.49, -4.97], [3.74, -1.89, -5.46], [2.17, -2.46, -6.01], [2.27, -3.64, -2.78], [3.87, -2.96, -0.97], [5.48, -4.64, -0.15], [4.72, -6.46, 1.33], [2.34, -6.59, 2.00], [0.72, -4.92, 1.13], [1.84, 0.04, -4.89], [-1.77, 0.45, -1.59], [-1.28, -0.36, -3.07], [-2.89, 1.09, -4.37], [-3.26, 1.96, -2.88], [-2.55, -1.77, -4.80], [-1.29, -3.87, -4.87], [-1.55, -5.55, -3.06], [-3.06, -5.07, -1.16], [-4.27, -2.92, -1.05], [3.32, 1.44, -3.01], [4.82, 3.37, -2.76], [3.89, 5.63, -2.42], [1.44, 5.96, -2.37], [-0.07, 4.00, -2.61], [-3.16, -0.90, 3.40], [-2.69, -0.01, 2.22], [-3.94, 0.53, 1.53], [-1.94, -0.89, 1.21], [-1.69, 0.99, 2.81], [-3.86, -1.66, 3.05], [-3.65, -0.30, 4.17], [-2.31, -1.41, 3.86], [-4.53, -0.31, 1.16], [-3.67, 1.15, 0.68], [-4.57, 1.12, 2.20], [-2.57, -1.73, 0.89], [-1.01, -1.28, 1.62], [-1.69, -0.29, 0.33], [-0.94, 0.45, 3.38]], "mulliken_charge": [1.99, -0.12, -0.36, 0.14, -0.82, -0.84, -0.69, 0.95, -0.65, 0.76, -0.94, -1.05, 0.28, -0.43, 0.83, -0.69, -0.74, -0.47, -0.61, 0.01, -0.40, 0.53, 0.44, 0.34, 0.41, 0.35, 0.38, 0.56, 0.47, 0.35, 0.10, 0.32, 0.35, 0.43, 0.43, -1.44, 0.38, -0.80, 0.36, -0.14, -0.47, 0.51, 0.09, -0.96, -0.44, -0.67, -0.33, 0.39, -1.07, 0.20, -0.24, -0.42, -0.36, 0.89, -1.19, 0.13, 0.16, -0.40, -0.33, -0.54, -0.54, -0.26, 0.49, -0.12, -1.05, -0.30, -0.77, -0.25, 0.37, 0.34, 0.33, 0.45, 0.42, 0.39, 0.39, 0.41, 0.44, 0.45, -0.73, 0.14, 0.57, 0.30, 0.34, 0.38, 0.38, 0.36, 0.29, 0.36, 0.38, 0.39, 0.39, 0.34, -2.28, 3.83, -1.68, -1.26, -2.66, 0.48, 0.38, 0.40, 0.46, 0.02, 0.36, 0.95, 0.13, -1.02, 0.92], "orbital_gap_ev": 6.003, "de_lowest_ev": 0.0000, "fmax_ev_per_a": 1.07, "charge": -1, "spin_multiplicity": 1}

{"formula": "C45H115N4O15", "method": "ωB97M-V/def2-TZVPD", "symbols": ["C", "C", "C", "O", "H", "H", "H", "H", "H", "H", "H", "C", "O", "C", "C", "N", "C", "C", "O", "C", "H", "H", "H", "H", "H", "H", "H", "H", "H", "H", "H", "H", "H", "H", "H", "C", "O", "C", "C", "N", "C", "C", "O", "C", "H", "H", "H", "H", "H", "H", "H", "H", "H", "H", "H", "H", "H", "H", "H", "C", "O", "C", "C", "N", "C", "C", "O", "C", "H", "H", "H", "H", "H", "H", "H", "H", "H", "H", "H", "H", "H", "H", "H", "C", "O", "C", "C", "N", "C", "C", "O", "C", "H", "H", "H", "H", "H", "H", "H", "H", "H", "H", "H", "H", "H", "H", "H", "C", "C", "C", "O", "H", "H", "H", "H", "H", "H", "H", "H", "C", "C", "C", "O", "H", "H", "H", "H", "H", "H", "H", "H", "C", "C", "C", "O", "H", "H", "H", "H", "H", "H", "H", "H", "C", "C", "C", "O", "H", "H", "H", "H", "H", "H", "H", "H", "C", "C", "C", "O", "H", "H", "H", "H", "H", "H", "H", "H", "C", "C", "C", "O", "H", "H", "H", "H", "H", "H", "H", "H"], "coordinates": [[0.64, 1.55, -0.62], [0.09, 0.31, -1.35], [-0.35, -0.78, -0.37], [-0.96, 0.67, -2.20], [1.43, 1.21, 0.07], [-0.10, 2.05, 0.01], [1.10, 2.24, -1.32], [0.92, -0.07, -1.98], [-0.92, -1.58, -0.86], [-1.04, -0.35, 0.36], [0.42, -1.25, 0.25], [-8.01, -8.18, -4.83], [-7.74, -7.90, -3.49], [-6.40, -8.23, -3.10], [-6.12, -7.53, -1.79], [-4.70, -7.69, -1.46], [-4.31, -6.93, -0.28], [-4.23, -5.44, -0.56], [-3.67, -4.79, 0.57], [-3.38, -3.42, 0.33], [-7.38, -7.62, -5.54], [-9.03, -7.88, -5.03], [-7.86, -9.25, -5.04], [-5.72, -7.91, -3.89], [-6.36, -9.32, -3.00], [-6.77, -7.92, -0.99], [-6.29, -6.47, -1.90], [-4.54, -8.67, -1.28], [-3.32, -7.18, 0.11], [-5.01, -7.09, 0.55], [-5.25, -5.03, -0.66], [-3.64, -5.17, -1.45], [-2.63, -3.21, 1.09], [-4.26, -2.80, 0.46], [-2.92, -3.30, -0.66], [3.42, -1.10, 0.01], [3.64, -1.09, 1.43], [2.48, -0.74, 2.15], [2.87, -0.09, 3.47], [3.59, -1.01, 4.33], [4.08, -0.34, 5.53], [5.21, -1.15, 6.13], [6.29, -1.22, 5.20], [7.22, -2.22, 5.56], [2.55, -1.71, -0.23], [4.26, -1.61, -0.47], [3.36, -0.04, -0.26], [1.84, -1.61, 2.33], [1.84, -0.03, 1.61], [1.98, 0.30, 3.96], [3.47, 0.81, 3.24], [4.42, -1.35, 3.86], [3.33, -0.37, 6.33], [4.45, 0.68, 5.35], [4.87, -2.15, 6.41], [5.56, -0.68, 7.06], [7.39, -2.29, 6.64], [8.16, -2.05, 5.05], [6.81, -3.18, 5.22], [3.44, 4.79, 3.08], [2.20, 4.48, 2.46], [1.21, 4.12, 3.41], [-0.08, 3.77, 2.66], [-1.25, 3.85, 3.54], [-1.58, 5.17, 4.05], [-1.81, 6.24, 2.97], [-1.82, 7.52, 3.55], [-1.74, 8.54, 2.58], [4.17, 4.99, 2.31], [3.76, 3.95, 3.71], [3.33, 5.67, 3.73], [1.01, 4.93, 4.11], [1.51, 3.21, 3.94], [-0.01, 2.77, 2.23], [-0.26, 4.45, 1.82], [-2.03, 3.34, 3.12], [-0.87, 5.52, 4.80], [-2.56, 5.04, 4.52], [-2.73, 6.06, 2.40], [-1.00, 6.17, 2.22], [-1.79, 9.51, 3.08], [-2.55, 8.39, 1.85], [-0.79, 8.49, 2.03], [5.98, -6.14, 4.61], [5.02, -5.63, 3.72], [4.01, -4.88, 4.34], [3.13, -4.25, 3.28], [2.64, -5.29, 2.37], [2.19, -4.75, 1.11], [1.54, -5.75, 0.17], [1.18, -5.16, -1.06], [-0.13, -4.57, -1.06], [5.51, -6.90, 5.24], [6.34, -5.38, 5.31], [6.87, -6.52, 4.10], [4.40, -4.07, 4.96], [3.37, -5.46, 5.02], [3.66, -3.44, 2.77], [2.30, -3.78, 3.82], [3.45, -5.90, 2.28], [2.99, -4.22, 0.57], [1.46, -3.96, 1.30], [0.72, -6.34, 0.58], [2.30, -6.49, -0.09], [-0.82, -5.41, -1.17], [-0.12, -3.95, -1.95], [-0.38, -4.02, -0.15], [-3.22, 3.19, -2.80], [-2.55, 3.49, -1.46], [-3.25, 4.64, -0.74], [-2.55, 2.32, -0.66], [-4.30, 3.32, -2.72], [-2.98, 2.21, -3.21], [-2.92, 3.98, -3.50], [-1.51, 3.80, -1.66], [-2.86, 5.58, -1.14], [-2.93, 4.66, 0.31], [-4.33, 4.63, -0.82], [-1.93, 1.71, -1.13], [3.10, 6.33, -0.84], [1.61, 6.34, -0.50], [1.00, 4.96, -0.80], [1.48, 6.67, 0.88], [3.62, 5.60, -0.22], [3.51, 7.33, -0.64], [3.32, 6.04, -1.87], [1.11, 7.11, -1.09], [-0.05, 4.98, -0.51], [1.54, 4.19, -0.25], [1.00, 4.78, -1.87], [1.76, 5.91, 1.43], [-2.15, -2.71, -3.84], [-1.53, -1.54, -4.58], [-1.39, -1.89, -6.07], [-2.26, -0.34, -4.42], [-2.43, -2.52, -2.81], [-1.46, -3.56, -3.81], [-3.06, -3.04, -4.36], [-0.54, -1.35, -4.14], [-2.38, -1.89, -6.54], [-1.07, -2.93, -6.21], [-0.75, -1.20, -6.61], [-1.73, 0.12, -3.73], [3.37, 1.95, -3.11], [3.62, 3.44, -2.85], [5.10, 3.76, -2.92], [2.90, 4.27, -3.72], [3.79, 1.57, -4.05], [2.31, 1.68, -3.08], [3.82, 1.32, -2.34], [3.30, 3.58, -1.80], [5.23, 4.85, -2.94], [5.66, 3.30, -3.73], [5.58, 3.43, -1.99], [1.99, 3.92, -3.85], [0.58, 1.32, -5.75], [0.15, 2.76, -5.50], [-1.26, 3.08, -5.95], [0.29, 3.09, -4.11], [0.71, 1.12, -6.82], [-0.18, 0.61, -5.44], [1.54, 1.14, -5.27], [0.89, 3.38, -6.02], [-1.48, 2.97, -7.02], [-1.50, 4.12, -5.76], [-1.94, 2.38, -5.45], [-0.05, 2.34, -3.58], [-5.55, 1.65, 1.64], [-4.19, 1.44, 2.28], [-3.50, 0.17, 1.79], [-3.31, 2.53, 2.00], [-6.22, 0.85, 1.94], [-5.49, 1.77, 0.56], [-6.00, 2.58, 2.00], [-4.30, 1.34, 3.36], [-2.51, 0.05, 2.24], [-3.35, 0.12, 0.71], [-4.06, -0.71, 2.14], [-3.03, 2.47, 1.06]], "mulliken_charge": [0.90, 1.22, 0.14, -0.22, 0.12, -0.49, -1.16, 0.18, -0.21, -0.51, -0.25, -0.73, -0.29, -0.54, -0.49, -0.28, -0.78, -0.38, -0.41, -0.06, 0.31, 0.25, 0.29, 0.38, 0.30, 0.25, 0.31, 0.24, 0.41, 0.29, 0.36, 0.30, 0.20, 0.37, -0.19, -0.37, -0.45, 1.70, -1.61, -0.05, -0.62, -0.63, -0.38, -0.45, -0.08, 0.36, 0.33, -0.15, -0.60, 0.38, 0.53, 0.32, 0.34, 0.30, 0.29, 0.50, 0.32, 0.28, 0.00, -0.82, -0.17, -1.04, 0.81, -0.09, -1.24, 0.80, -0.47, -0.58, 0.26, 0.20, 0.31, 0.49, 0.12, 0.08, -0.70, 0.50, 0.31, 0.42, 0.21, -0.21, 0.28, 0.29, 0.16, -0.73, -0.32, -0.15, -0.32, -0.42, -0.02, -0.60, -0.47, -0.24, 0.33, 0.21, 0.24, -0.04, 0.37, 0.14, 0.30, 0.32, 0.21, 0.02, 0.32, 0.35, 0.40, -0.10, 0.20, -1.32, 2.31, -1.48, -0.37, 0.43, 0.02, 0.35, -0.80, 0.41, -0.05, 0.43, -0.49, -1.25, 0.09, -0.05, -0.57, 0.17, 0.40, 0.31, 0.52, -0.50, 0.05, 0.53, 0.36, -1.37, 1.44, -1.55, -0.63, -0.05, 0.35, 0.48, 0.00, 0.36, 0.35, 0.30, -0.03, -0.70, 1.85, -1.69, -0.66, 0.47, -0.31, 0.23, -0.46, 0.42, 0.37, 0.36, 0.15, -0.61, 0.61, -1.37, -0.36, 0.58, -0.21, 0.07, 0.39, 0.42, 0.35, 0.14, -0.19, -1.49, 0.46, -1.20, -0.36, 0.43, 0.20, 0.37, 0.47, 0.28, 0.19, 0.49, 0.19], "orbital_gap_ev": 7.410, "fmax_ev_per_a": 1.56, "charge": -1, "spin_multiplicity": 1}

{"formula": "ClHNO", "method": "ωB97M-V/def2-TZVPD", "symbols": ["N", "O", "Cl", "H"], "coordinates": [[1.21, 0.87, 1.23], [-0.72, -0.50, -1.03], [2.73, 0.98, 0.70], [-0.36, -0.28, -0.16]], "nbo_charge": [-0.58, -0.92, 0.08, 0.42], "orbital_gap_ev": [4.516, 7.807], "de_lowest_ev": 4.1665, "fmax_ev_per_a": 1.36, "charge": -1, "spin_multiplicity": 1}